{
  "formula": "C37H36CaCl3N2O6S2",
  "method": "the ωB97M-V functional and the def2-TZVPD basis",
  "total_charge": -1,
  "gap_ev": 6.20,
  "e_lumo_ev": 2.0,
  "species": ["Ca", "O", "S", "C", "C", "C", "C", "S", "O", "C", "C", "C", "C", "C", "C", "C", "C", "C", "C", "C", "C", "H", "H", "H", "H", "H", "H", "H", "H", "H", "H", "H", "H", "H", "H", "H", "H", "H", "H", "O", "C", "O", "C", "C", "C", "C", "C", "C", "C", "C", "C", "N", "H", "H", "H", "H", "H", "H", "C", "N", "C", "C", "C", "C", "C", "C", "C", "C", "H", "H", "H", "H", "H", "H", "H", "H", "H", "H", "H", "H", "Cl", "C", "Cl", "Cl", "C", "O", "O"],
  "xyz": [[0.3518, 0.2000, 0.7843], [-0.7574, -1.3894, -1.2041], [-0.5441, -2.3013, -2.3615], [-2.2152, -2.8763, -2.7965], [-3.1485, -2.8854, -1.5907], [-3.7746, -1.5142, -1.3399], [-4.4600, -1.4301, 0.0284], [-3.6299, -0.2906, 1.1920], [-2.3016, -0.0032, 0.5899], [-4.5933, 1.1912, 0.9590], [-4.7950, 1.9609, 2.0938], [-5.4326, 3.1908, 1.9799], [-5.8550, 3.6352, 0.7390], [-5.6398, 2.8631, -0.3979], [-5.0038, 1.6405, -0.2917], [0.0728, -3.8333, -1.6922], [0.4716, -4.8157, -2.5947], [0.9844, -6.0064, -2.1124], [1.1255, -6.1898, -0.7387], [0.7606, -5.1878, 0.1455], [0.2175, -3.9965, -0.3278], [-2.0861, -3.8651, -3.2410], [-2.5827, -2.2086, -3.5785], [-2.5999, -3.2129, -0.7030], [-3.9377, -3.6256, -1.7602], [-4.5061, -1.2997, -2.1246], [-2.9862, -0.7599, -1.3910], [-4.4289, -2.3955, 0.5361], [-5.5066, -1.1287, -0.0289], [-4.4292, 1.6106, 3.0510], [-5.5854, 3.8018, 2.8593], [-6.3444, 4.5966, 0.6514], [-5.9564, 3.2258, -1.3668], [-4.8050, 1.0482, -1.1757], [0.4004, -4.6398, -3.6624], [1.2987, -6.7800, -2.8015], [1.5506, -7.1118, -0.3632], [0.9297, -5.2857, 1.2089], [-0.0300, -3.1940, 0.3596], [1.9064, -3.5494, 2.4600], [1.7584, -2.3768, 2.1044], [0.6742, -1.7717, 1.8792], [3.0256, -1.5420, 1.8647], [4.2793, -2.0889, 2.2455], [5.4054, -1.3586, 2.0285], [5.2971, -0.0817, 1.4264], [6.4171, 0.7453, 1.1694], [6.2513, 1.9711, 0.5933], [4.9573, 2.4244, 0.2509], [3.8610, 1.6472, 0.4890], [4.0099, 0.3721, 1.0796], [2.8910, -0.3718, 1.3027], [4.2787, -3.0707, 2.6946], [6.3829, -1.7365, 2.3092], [7.4010, 0.3825, 1.4433], [7.1096, 2.6010, 0.3960], [4.8330, 3.3957, -0.2103], [2.8702, 1.9750, 0.2111], [-1.6880, 3.0855, 0.1021], [-0.2751, 2.9445, -0.1864], [0.4879, 3.9235, 0.5666], [0.0028, 3.0457, -1.6189], [1.0558, 2.0853, -2.1478], [1.6906, 2.4469, -3.3368], [2.5855, 1.5831, -3.9470], [2.8323, 0.3518, -3.3520], [2.1962, 0.0290, -2.1596], [1.2884, 0.8692, -1.4884], [-2.0805, 4.0821, -0.1810], [-1.8576, 2.9468, 1.1723], [-2.2536, 2.3219, -0.4278], [0.1968, 4.9543, 0.2914], [1.5513, 3.8039, 0.3561], [0.3443, 3.7706, 1.6334], [0.2872, 4.0842, -1.8657], [-0.9398, 2.8710, -2.1507], [1.4837, 3.4150, -3.7895], [3.0865, 1.8664, -4.8662], [3.5323, -0.3415, -3.8094], [2.4475, -0.9382, -1.7200], [-1.2554, 2.6145, 4.8618], [-0.4173, 1.0612, 4.5421], [-1.5406, 0.0192, 3.6364], [-0.0492, 0.2859, 6.0774], [0.8846, 1.4098, 3.7070], [1.9232, 1.4925, 4.3354], [0.6424, 1.6123, 2.4944]],
  "forces_ev_per_a": [[-0.325, 0.075, -0.933], [0.121, -0.100, 0.124], [0.124, 0.418, 0.154], [-0.137, -0.238, -0.102], [-0.025, -0.095, -0.068], [-0.050, 0.105, 0.091], [-0.172, -0.107, -0.117], [0.043, -0.131, 0.101], [0.410, 0.123, -0.003], [-0.089, 0.076, -0.041], [-0.021, 0.051, -0.032], [0.026, -0.058, 0.032], [-0.023, 0.054, -0.014], [-0.018, 0.045, 0.001], [0.037, -0.069, 0.030], [-0.001, -0.204, -0.187], [-0.004, -0.030, 0.060], [0.005, -0.001, 0.047], [-0.008, -0.002, -0.058], [0.004, -0.045, 0.044], [0.058, 0.036, -0.007], [-0.035, 0.015, 0.018], [0.027, 0.072, 0.024], [0.047, 0.068, -0.018], [0.023, 0.010, 0.021], [0.027, 0.011, -0.021], [-0.025, -0.035, 0.016], [0.023, 0.004, 0.019], [0.025, 0.007, 0.035], [0.005, -0.011, 0.035], [0.001, 0.006, 0.013], [-0.006, 0.007, -0.013], [-0.004, -0.001, -0.014], [0.001, -0.016, -0.021], [-0.024, 0.005, -0.016], [0.001, -0.005, -0.007], [0.010, -0.008, 0.013], [-0.027, -0.008, 0.007], [-0.038, -0.040, -0.039], [0.052, 0.100, 0.042], [0.206, -0.045, 0.011], [-0.328, -0.022, -0.052], [0.115, -0.363, 0.154], [-0.071, 0.129, -0.053], [-0.076, -0.059, 0.003], [0.104, -0.036, 0.037], [-0.048, -0.045, 0.021], [-0.022, 0.017, -0.018], [0.011, -0.012, 0.010], [0.119, 0.113, -0.042], [-0.064, 0.184, -0.037], [-0.152, -0.073, 0.041], [0.025, -0.008, 0.007], [0.004, 0.023, -0.007], [0.026, 0.018, -0.007], [0.012, 0.005, 0.001], [0.013, 0.015, -0.008], [-0.033, -0.062, 0.008], [-0.080, 0.179, 0.064], [-0.070, -0.157, 0.064], [0.143, 0.010, -0.029], [-0.071, 0.154, -0.015], [-0.121, 0.049, 0.064], [-0.005, 0.043, 0.006], [0.041, -0.024, -0.055], [0.031, 0.016, -0.059], [0.041, -0.009, 0.062], [0.153, -0.049, 0.039], [0.012, -0.038, 0.005], [0.008, 0.004, 0.022], [0.015, 0.000, -0.029], [0.001, -0.026, 0.020], [0.004, -0.001, -0.015], [-0.020, 0.014, 0.008], [-0.054, -0.031, -0.019], [0.050, -0.119, -0.012], [0.008, 0.008, -0.008], [0.001, 0.001, -0.004], [-0.004, -0.009, -0.003], [0.005, -0.046, 0.036], [0.001, 0.072, -0.005], [-0.244, -0.011, 0.104], [0.128, 0.043, 0.152], [0.044, -0.027, 0.091], [0.373, 0.020, 0.270], [-0.123, -0.014, 0.013], [-0.150, 0.087, -0.051]]
}


{
  "formula": "C4H5FO2",
  "method": "the ωB97M-V functional and the def2-TZVPD basis",
  "gap_ev": 10.46,
  "e_lumo_ev": 0.9,
  "species": ["F", "C", "C", "O", "C", "O", "C", "H", "H", "H", "H", "H"],
  "xyz": [[2.5637, 0.1838, -0.6034], [1.6500, -0.1568, 0.3803], [0.3101, 0.6437, 0.5445], [-0.7861, 1.2572, -0.0977], [-1.6139, 0.1288, -0.4327], [-0.9966, -1.0942, 0.1054], [0.3331, -0.6611, -0.1426], [2.1923, -0.4535, 1.2966], [0.1096, 0.4723, 1.6060], [-1.6781, -0.0297, -1.5099], [-2.6025, 0.1880, 0.0429], [0.5184, -0.4785, -1.1894]],
  "forces_ev_per_a": [[-0.741, -0.871, 0.629], [0.808, 0.931, 0.003], [0.615, -0.715, 0.364], [0.300, 0.591, -0.190], [-0.634, -1.269, 0.735], [0.151, -0.158, -0.549], [0.403, 0.199, 0.499], [-0.558, 0.430, -0.393], [-0.168, 0.117, -0.096], [-0.020, 0.502, -0.089], [0.304, 0.218, -0.217], [-0.460, 0.025, -0.695]]
}


{
  "formula": "C5H5NO2",
  "method": "the ωB97M-V functional and the def2-TZVPD basis",
  "gap_ev": 9.14,
  "e_lumo_ev": -0.1,
  "species": ["O", "C", "C", "C", "C", "C", "N", "O", "H", "H", "H", "H", "H"],
  "xyz": [[0.5191, 2.2821, 0.1115], [-0.0741, 1.2438, -0.0998], [-1.5770, 1.0087, -0.2601], [-1.6475, -0.3767, -0.1409], [-0.4021, -1.1745, 0.0102], [0.5870, -0.0453, -0.1061], [1.8259, -0.4746, -0.0305], [2.7775, 0.3942, -0.2589], [-2.4856, 1.7643, -0.0836], [-2.6553, -0.7372, 0.1328], [-0.3224, -1.7083, 1.0404], [-0.0057, -2.0304, -0.6965], [3.4603, -0.1460, 0.3814]],
  "forces_ev_per_a": [[-0.513, -0.072, -0.111], [-0.387, 2.578, -0.607], [0.461, -1.728, 1.351], [-3.004, 1.790, 0.509], [1.482, -1.408, 0.371], [2.615, -3.327, 0.611], [-4.793, -0.298, -0.494], [4.456, -0.727, 3.108], [2.470, -1.842, -0.689], [0.628, -0.487, -0.643], [-0.424, 1.138, -1.449], [-1.716, 1.689, 0.840], [-1.275, 2.692, -2.797]]
}


{
  "formula": "C4H7NO",
  "method": "the ωB97M-V functional and the def2-TZVPD basis",
  "gap_ev": 10.16,
  "e_lumo_ev": 0.7,
  "species": ["N", "C", "O", "H", "C", "C", "C", "H", "H", "H", "H", "H", "H"],
  "xyz": [[0.4387, -1.6621, -0.4573], [-0.0209, -2.1029, -1.5085], [-0.3428, -2.4262, -2.5988], [0.9444, -2.0927, 0.3079], [0.6708, 0.6400, 1.5641], [-0.3786, 0.5463, 0.7824], [-0.4883, 1.3150, -0.5399], [0.5953, 0.0902, 2.4468], [1.3152, 1.4973, 1.5930], [-1.1117, -0.2783, 1.0988], [0.0183, 2.2669, -0.5245], [-1.6242, 1.5457, -0.8426], [-0.0161, 0.6608, -1.3215]],
  "forces_ev_per_a": [[-1.002, -1.111, -1.977], [1.696, -0.269, 0.323], [-0.140, 0.679, 1.729], [-0.393, 0.031, -0.498], [-0.602, 1.430, 0.598], [-1.137, -0.563, -0.863], [-2.579, -0.998, -0.437], [0.468, -0.997, 1.439], [0.682, 0.024, -0.521], [0.822, 1.472, -1.084], [0.310, 0.204, 0.201], [2.506, -0.672, 0.600], [-0.631, 0.771, 0.489]]
}


{
  "formula": "C13H67NO31S2",
  "method": "the ωB97M-V functional and the def2-TZVPD basis",
  "gap_ev": 9.13,
  "e_lumo_ev": -0.4,
  "species": ["C", "C", "C", "O", "C", "O", "C", "S", "C", "C", "O", "N", "C", "C", "C", "C", "O", "O", "O", "C", "O", "C", "S", "H", "H", "H", "H", "H", "H", "H", "H", "H", "H", "H", "H", "H", "H", "H", "H", "H", "H", "H", "O", "H", "H", "O", "H", "H", "O", "H", "H", "O", "H", "H", "O", "H", "H", "O", "H", "H", "O", "H", "H", "O", "H", "H", "O", "H", "H", "O", "H", "H", "O", "H", "H", "O", "H", "H", "O", "H", "H", "O", "H", "H", "O", "H", "H", "O", "H", "H", "O", "H", "H", "O", "H", "H", "O", "H", "H", "O", "H", "H", "O", "H", "H", "O", "H", "H", "O", "H", "H", "O", "H", "H"],
  "xyz": [[5.8442, -1.6327, 2.3685], [5.5553, -1.7041, 0.8779], [4.5261, -2.7595, 0.5136], [3.1773, -2.3932, 0.7984], [2.3660, -3.4917, 0.6529], [2.6149, -4.5772, 1.1961], [1.2121, -3.3258, -0.2976], [0.3898, -1.7169, -0.1425], [-1.3070, -2.2363, -0.3803], [-1.9081, -2.3195, -1.7521], [-1.4196, -1.9603, -2.8195], [-3.2666, -2.7554, -1.5772], [-3.6835, -1.9330, -0.4044], [-2.4049, -1.4801, 0.3660], [-2.2542, 0.0492, 0.3411], [-2.3750, 0.5817, 1.7340], [-3.4875, 0.8179, 2.2322], [-1.2692, 0.7841, 2.4503], [5.1741, -0.3927, 0.4128], [6.2353, 0.2843, -0.1359], [6.8132, 1.1666, 0.4735], [6.5833, -0.1616, -1.5316], [7.3907, 1.1511, -2.4623], [5.1171, -2.1868, 2.9368], [5.8367, -0.6007, 2.6738], [6.8055, -2.0605, 2.5951], [6.4430, -2.0482, 0.3638], [4.7852, -3.6537, 1.0610], [4.5992, -2.9899, -0.5441], [0.4834, -4.0699, -0.0224], [1.5255, -3.5441, -1.3069], [-1.3920, -3.2604, -0.0361], [-3.2776, -3.7384, -1.3549], [-4.3260, -2.4530, 0.2825], [-4.1844, -1.0879, -0.8303], [-2.3536, -1.8325, 1.3841], [-1.3432, 0.3664, -0.1489], [-3.0978, 0.4839, -0.1664], [-0.4851, 0.4956, 1.9558], [7.2489, -1.0076, -1.4678], [5.6914, -0.5068, -2.0257], [6.4968, 1.2995, -3.4363], [-5.5561, 2.7413, 3.8688], [-5.3967, 2.4515, 4.7694], [-4.8816, 2.2933, 3.3450], [-1.8864, 3.2086, 3.9720], [-2.6116, 3.7639, 4.2916], [-2.3145, 2.5021, 3.4756], [2.7153, 0.8645, 1.8735], [3.0122, 0.7331, 2.7830], [3.3418, 0.3577, 1.3502], [-3.0700, 5.6133, 5.5234], [-2.2675, 5.9358, 5.9504], [-3.3784, 6.3614, 5.0071], [0.4153, -4.6032, -3.1150], [0.4072, -4.6894, -4.0743], [-0.2481, -3.9270, -2.9407], [5.5434, -2.2045, 5.4600], [5.6177, -2.6893, 6.2860], [4.6677, -1.8080, 5.4928], [-6.4269, 3.7007, 0.9449], [-6.2373, 3.3999, 1.8430], [-5.7429, 3.2946, 0.4026], [-3.2847, -0.8130, -4.9243], [-3.0836, -1.2474, -4.0874], [-2.4899, -0.9644, -5.4531], [11.0189, 0.9804, -2.2369], [11.2932, 0.5861, -1.4069], [10.1996, 1.4497, -2.0237], [-0.8837, -1.6058, -6.3364], [-0.1693, -0.9811, -6.1808], [-0.7094, -1.9686, -7.2102], [9.4804, 3.4981, -1.4988], [9.4295, 3.9378, -2.3506], [8.6542, 3.7394, -1.0611], [-6.0332, 0.1926, -0.0561], [-6.7292, 0.6988, 0.3752], [-6.5070, -0.3671, -0.6777], [7.8374, 5.8156, -0.5204], [8.6716, 6.2820, -0.4178], [7.3113, 6.3728, -1.0994], [-9.2853, 3.9771, 2.0129], [-8.3720, 4.2773, 1.9644], [-9.4582, 3.6652, 1.1213], [-0.8324, -5.9627, -5.6260], [-1.5382, -5.4479, -5.2110], [-1.2718, -6.7103, -6.0408], [-3.5305, -5.0191, -4.6037], [-3.4918, -4.3062, -5.2499], [-4.3133, -4.8278, -4.0817], [-1.4427, 3.8900, 0.9908], [-1.3587, 3.6039, 1.9103], [-0.6721, 3.5270, 0.5486], [-4.9764, 1.7984, -4.4751], [-5.2479, 1.9771, -5.3770], [-4.3836, 1.0402, -4.5314], [2.8378, -6.2057, -2.6479], [2.9484, -6.8651, -1.9592], [1.9668, -5.8261, -2.4835], [3.4968, 1.5723, 5.0101], [4.3803, 1.9057, 5.1880], [3.0948, 2.2512, 4.4545], [-0.6590, -7.7881, -2.9400], [-0.5912, -7.1377, -3.6497], [-1.5186, -7.6235, -2.5472], [-5.1564, 3.1672, -1.8680], [-4.4300, 3.7711, -1.7007], [-5.0479, 2.8872, -2.7894], [-1.7613, 7.9448, 7.2492], [-1.5537, 8.6044, 6.5818], [-2.6529, 8.1610, 7.5365], [-12.3223, 4.8993, 2.7119], [-12.1386, 4.5963, 3.6035], [-11.6234, 4.4937, 2.1882]],
  "forces_ev_per_a": [[-0.125, -0.099, -0.231], [-0.600, -0.349, 0.606], [0.652, 0.259, -0.108], [-0.600, -0.455, -0.398], [0.947, -2.401, 1.412], [-0.649, 2.844, -1.457], [-0.337, 0.212, 0.799], [0.093, 0.574, -0.062], [0.242, -0.187, -0.144], [0.700, 0.579, -2.186], [-0.820, -1.027, 1.810], [0.159, 0.673, 0.017], [0.434, -0.418, 0.181], [0.259, 0.182, -0.424], [-0.099, -0.099, 0.305], [-2.427, 0.750, 1.052], [2.475, -0.252, -0.731], [0.118, -0.267, -0.152], [0.053, -0.141, -0.394], [0.900, 1.716, 1.248], [-1.151, -1.583, -1.063], [-0.201, 0.320, -0.027], [0.415, 0.243, -0.074], [-0.349, -0.093, 0.261], [0.072, 0.336, 0.262], [0.406, -0.113, 0.156], [0.372, 0.113, -0.299], [0.092, -0.288, 0.202], [-0.085, 0.019, -0.360], [-0.136, -0.419, 0.064], [0.318, 0.111, -0.365], [0.175, -0.354, 0.298], [-0.012, -0.352, -0.072], [-0.523, -0.326, -0.084], [-0.380, 0.467, 0.202], [-0.433, -0.088, 0.370], [0.320, 0.139, -0.071], [-0.223, 0.227, -0.408], [0.088, 0.116, 0.119], [0.341, -0.318, 0.040], [-0.310, -0.068, -0.212], [-0.275, -0.175, -0.077], [0.060, 0.103, -0.308], [-0.034, -0.001, 0.115], [0.104, -0.237, 0.012], [-0.126, 0.050, -0.263], [0.135, 0.222, 0.098], [-0.045, -0.185, 0.213], [-0.239, 0.058, 0.270], [-0.004, -0.001, -0.001], [0.187, -0.081, -0.197], [0.043, -0.162, -0.040], [-0.016, 0.047, 0.114], [-0.079, 0.027, -0.094], [-0.155, 0.090, 0.062], [0.129, -0.188, -0.150], [0.048, 0.162, -0.071], [-0.015, -0.002, -0.006], [0.040, -0.046, 0.064], [-0.049, 0.081, -0.007], [-0.055, -0.140, 0.337], [0.030, 0.051, 0.080], [-0.052, -0.003, -0.349], [-0.283, 0.138, 0.101], [0.087, -0.060, 0.039], [0.071, -0.046, -0.108], [-0.180, -0.111, -0.107], [0.069, 0.004, 0.104], [0.185, 0.192, 0.026], [0.038, 0.005, -0.023], [0.059, 0.017, 0.072], [-0.059, -0.022, -0.026], [0.046, -0.126, 0.078], [0.048, 0.058, -0.084], [0.000, 0.066, 0.033], [-0.046, -0.201, 0.042], [0.076, 0.198, 0.061], [-0.047, 0.034, -0.105], [-0.054, -0.059, -0.021], [0.092, -0.017, 0.031], [-0.081, 0.045, -0.014], [-0.274, -0.008, 0.048], [0.086, 0.022, -0.067], [0.107, -0.071, -0.116], [0.110, 0.248, 0.231], [-0.147, -0.271, -0.035], [-0.048, -0.019, -0.011], [0.234, -0.011, -0.145], [-0.117, 0.148, 0.006], [-0.059, 0.041, 0.092], [-0.087, -0.199, -0.105], [-0.030, 0.203, 0.266], [0.132, 0.042, -0.039], [-0.023, 0.165, 0.196], [-0.032, 0.018, -0.082], [0.175, -0.290, -0.113], [0.094, 0.145, 0.086], [0.005, -0.113, 0.030], [-0.132, 0.010, -0.125], [-0.104, -0.021, -0.254], [0.108, -0.012, 0.019], [-0.037, 0.012, 0.121], [0.012, -0.036, -0.017], [0.116, 0.070, -0.062], [-0.091, -0.014, 0.046], [0.038, 0.000, 0.066], [0.102, 0.129, -0.024], [-0.070, -0.167, 0.007], [0.023, -0.096, -0.114], [0.067, 0.082, -0.010], [-0.068, -0.031, 0.063], [-0.148, -0.068, -0.120], [0.040, 0.003, 0.115], [0.194, 0.125, 0.069]]
}